# CH7N2S

2 unconnected molecules or ions with the total composition CH7N2S in a non-equilibrium geometry (ωB97M-V/def2-TZVPD, the Open Molecules 2025 dataset).

Computed properties:
Gap between HOMO and LUMO = 6.989 eV
Energy = -14964.86901 eV
ΔE to the lowest compared entry with this formula, charge and spin = 223.5 kJ/mol
HOMO = -2.80 eV
Charge = -1
2S+1 = 1
F_max = 5.142 eV/Å

CARTESIAN COORDINATES (ANGSTROEM)
S1 1.632 0.438 -1.778
H1 0.356 0.201 -1.991
N1 0.238 -0.102 1.112
C1 -1.180 -0.009 1.592
N2 -2.314 -0.713 0.873
H2 1.052 0.371 0.423
H3 1.011 -0.582 1.768
H4 -1.335 1.165 1.428
H5 -1.287 -0.346 2.565
H6 -2.177 -1.730 0.979
H7 -2.127 -0.337 -0.170